1.
Entry from the OMol25 dataset: a molecular structure, C25H45ClFPRu in a non-equilibrium geometry (ωB97M-V/def2-TZVPD).

```
! RIJCOSX wB97M-V def2-TZVPD def2/J DEFGRID3
* xyz 0 5
H 1.698 -2.664 3.886
H -2.510 -0.724 -3.189
F 1.874 2.034 2.456
C -0.681 0.245 -2.565
Cl 0.136 0.404 4.355
H -1.455 -2.998 -1.829
H 4.960 -0.719 -1.468
C -2.170 4.500 -1.244
H 1.100 3.342 -0.854
C -1.809 -2.699 4.061
Ru 1.041 0.232 2.296
C -3.564 -1.088 1.769
H 2.647 -0.392 1.579
H 5.002 -0.721 0.978
H -2.607 5.497 -1.116
H 1.205 -3.640 2.541
H -2.826 3.979 0.742
H -1.510 -0.155 -4.519
H -2.407 4.191 -2.271
C -0.879 -2.051 -3.687
C 4.411 0.047 0.465
C -0.401 -3.300 3.996
H 0.023 -1.998 -4.313
C -2.823 3.528 -0.258
H -2.803 -4.234 2.818
H -1.464 -0.660 -0.766
H 4.316 1.176 -2.849
P 0.274 0.624 0.148
C -3.223 -2.370 1.813
H 1.246 -1.558 -1.886
C 2.128 0.808 -0.224
C 0.852 -2.813 3.190
C -2.937 -3.163 3.098
C 2.534 0.894 -1.692
H 0.050 -3.612 -2.516
H -0.052 -3.268 5.036
H -4.084 -0.657 0.907
H -3.873 -3.046 3.694
H -1.814 -1.618 4.204
C 0.273 -1.760 -1.417
H -3.157 -3.017 0.905
H 1.935 1.666 -2.193
C -0.469 -0.438 -1.197
C 0.026 3.209 -1.040
H 0.167 -1.812 1.445
C -0.529 -2.697 -2.339
H -0.413 5.111 -0.149
H 4.178 2.220 -1.424
H 2.294 -0.058 -2.179
H -2.190 -3.083 5.028
H -2.333 1.609 -1.096
H -0.571 -4.352 3.736
H -1.211 1.200 -2.475
H 2.770 -1.256 -0.048
H 0.490 -2.258 -0.463
C 4.913 0.251 -0.960
C -0.596 2.293 0.023
H -3.873 3.377 -0.535
C -0.652 4.584 -1.081
H 4.542 0.969 1.038
H 0.297 0.478 -3.013
H -0.064 2.743 -2.033
H 2.411 1.752 0.265
H 5.930 0.654 -0.955
C -2.119 2.164 -0.173
C 4.032 1.195 -1.790
C -1.470 -0.644 -3.537
C 0.806 -1.587 2.332
H -0.419 2.741 1.020
H -0.219 5.176 -1.896
C 2.909 -0.303 0.486
H -3.159 -0.368 2.513
H -1.589 -2.687 -4.229
H -2.550 1.571 0.646
*
```

electronic energy = -1975.71094 a.u.
frontier orbital gap (spin up / spin down) = 7.028 / 7.079 eV

2.
Entry from the OMol25 dataset: a molecular structure, C25H45ClFeNO2P in a non-equilibrium geometry (ωB97M-V/def2-TZVPD).

```
! RIJCOSX wB97M-V def2-TZVPD def2/J DEFGRID3
* xyz -1 6
C -1.398 -3.140 3.740
H 4.699 -0.310 -0.762
H -3.025 -2.306 -3.695
H 0.772 4.169 -3.405
C -0.068 2.123 -0.736
H 2.629 0.209 0.505
H -1.360 1.623 3.623
O 3.386 -0.276 2.784
C 3.742 -1.196 -2.497
C 2.580 0.038 -0.582
H 1.774 2.553 0.337
H 0.330 2.690 1.320
C -3.606 -1.851 -2.881
H -4.653 -2.128 -3.054
C -1.762 -1.917 -1.114
C 1.037 4.817 -1.353
H -0.367 -3.339 1.826
H -0.716 4.204 -2.455
H -2.142 1.299 -2.427
H -2.559 -0.072 -0.401
H -3.638 0.015 -3.984
H 0.461 1.695 3.021
C 1.247 -0.592 -0.995
H -0.048 1.879 -2.916
H 1.169 -1.577 -0.498
H 0.761 5.866 -1.509
H 0.696 -3.380 3.234
H -3.865 -2.183 -0.758
C -3.141 -2.441 -1.543
H 2.220 -2.725 -2.529
H 1.541 2.157 -2.193
H 0.702 -0.209 4.177
H -1.461 -4.208 3.967
N 3.603 0.903 3.117
H 1.072 -1.240 2.119
H -1.119 2.462 -0.689
H -4.253 0.133 -2.335
C -1.243 -0.833 4.777
C 3.770 -0.837 -1.007
C 1.216 -0.823 -2.516
H 3.751 -1.755 -0.404
Cl -3.040 -0.477 2.052
H 4.512 -1.947 -2.706
H -1.520 -2.321 -0.118
C 0.351 3.947 -2.416
H -2.319 -2.856 3.214
H 4.002 -0.306 -3.086
H -0.384 -2.633 5.571
C -2.108 0.201 -2.470
C -1.299 -2.338 5.040
H 1.357 4.902 0.791
C -3.469 -0.324 -2.955
H -0.336 4.760 0.313
H -2.146 -2.571 5.695
C 0.481 2.443 -2.135
H -0.994 -2.293 -1.804
C 0.729 2.898 0.319
H -1.332 -0.065 -3.205
H 2.360 -1.831 -4.045
O 3.018 1.879 2.614
Fe -0.919 -0.010 1.948
C 0.118 -1.420 2.645
C 0.680 4.414 0.081
P -0.219 0.317 -0.258
C -1.759 -0.382 -1.098
H 2.125 4.755 -1.482
H -0.941 -0.282 5.679
H -2.237 -0.460 4.500
C -0.530 1.228 3.029
C -0.196 -2.885 2.813
C 2.378 -1.724 -2.953
C -0.228 -0.478 3.641
H 2.685 1.029 -1.051
H 1.290 0.144 -3.035
H 0.268 -1.275 -2.832
H -3.110 -3.535 -1.607
*
```

electronic energy = -3249.90335 a.u.
frontier orbital gap (spin up / spin down) = 3.758 / 7.160 eV

3.
Entry from the OMol25 dataset: 4 unconnected molecules or ions with the total composition C25H45N2O5 in a non-equilibrium geometry (ωB97M-V/def2-TZVPD).

```
! RIJCOSX wB97M-V def2-TZVPD def2/J DEFGRID3
* xyz 1 1
H -1.885 2.066 -5.854
C 0.515 3.591 3.093
C 2.183 -4.841 2.043
C -1.258 -2.291 -0.935
H -1.106 0.799 -3.117
H -1.564 -2.150 1.385
C -1.436 0.860 -0.805
H -1.750 -2.653 -5.404
C -3.303 0.583 2.302
N 1.409 -3.473 4.074
C 2.488 -3.454 1.355
H -1.620 -1.165 -7.148
C 2.485 -2.217 -1.038
H -3.503 -0.541 2.433
H 3.157 -1.276 -0.942
H -0.127 0.610 -6.103
H -3.996 0.995 1.476
C 2.142 -2.200 2.266
H 1.033 -3.490 5.047
O 2.570 -2.653 -2.407
C 1.697 -1.844 -3.270
C 1.602 -4.772 3.503
O 0.078 1.546 -6.222
H -1.471 -2.572 -8.229
H -1.601 -0.283 3.966
C -0.057 2.963 1.697
O -0.864 -1.981 -3.534
C -1.546 0.021 0.523
H 2.348 -1.162 1.818
H 4.247 -3.189 0.034
H -0.053 3.818 -0.385
C 1.050 1.995 1.071
H -2.978 -2.319 -7.314
H 1.192 2.098 -0.069
C -1.890 -2.215 -7.288
H -1.211 -3.434 -1.000
H -0.256 4.363 3.448
H -1.484 1.995 -0.848
C -1.477 -1.532 0.426
H 1.443 -1.900 -0.691
H 0.926 0.881 1.282
C 0.292 4.821 6.648
C -1.108 -1.424 -2.222
H 1.360 -5.729 4.094
H -1.195 4.716 0.735
H 0.825 5.738 6.384
H 2.939 -4.374 -0.609
C -1.216 0.138 -2.179
C -1.724 0.819 1.928
H 0.198 4.745 7.734
H 0.696 5.009 0.863
H -2.236 2.775 0.953
C -0.909 0.133 3.144
O 1.000 3.695 6.148
H 1.511 -0.866 -2.709
H 1.874 3.702 6.559
H 0.490 -3.161 -4.610
H -3.488 1.121 3.298
H -0.287 -0.737 2.720
C 3.119 -3.356 -0.102
H -0.923 3.252 -6.769
C -1.546 2.399 1.803
N 1.612 -2.265 3.568
C -0.137 4.252 0.686
H 0.744 2.774 3.852
H 1.488 4.145 2.804
H 2.388 -5.837 1.529
H -0.701 4.840 6.200
H 2.233 -1.547 -4.250
H -1.471 1.759 -7.569
C 0.386 -2.726 -3.546
H 2.069 2.297 1.535
C -1.122 2.190 -6.627
O -1.362 -2.992 -6.224
H -0.183 0.861 3.638
H 0.261 -3.600 -2.813
H -2.009 2.854 2.765
*
```

electronic energy = -1464.60866 a.u.
frontier orbital gap = 5.512 eV

Result set for energy above the lowest of the compared OMol25 structures with the same formula, charge and spin: 16.5; 26.5; 219.2 kcal per mole, one per record in the order listed.